ORCA calculation (ωB97M-V/def2-TZVPD) on a cluster of 12 separate species, C48H120O24 in total.

Geometry as XYZ:
```
192
Properties=species:S:1:pos:R:3
C -5.264 -2.612 1.641
O -6.468 -2.504 0.943
C -6.677 -3.665 0.133
C -7.853 -3.582 -0.886
O -9.200 -3.634 -0.293
C -9.482 -2.389 0.437
H -5.135 -1.764 2.313
H -4.410 -2.607 0.964
H -5.303 -3.531 2.226
H -6.665 -4.505 0.827
H -5.725 -3.710 -0.398
H -7.776 -4.393 -1.610
H -7.787 -2.675 -1.487
H -9.274 -1.489 -0.143
H -9.034 -2.480 1.426
H -10.540 -2.399 0.699
C 10.776 4.096 -0.542
O 10.022 3.359 -1.473
C 8.659 3.152 -1.040
C 7.786 2.609 -2.164
O 6.611 2.056 -1.642
C 5.701 1.598 -2.553
H 10.493 5.135 -0.379
H 11.825 4.228 -0.807
H 10.800 3.663 0.459
H 8.287 4.106 -0.666
H 8.593 2.414 -0.240
H 8.316 1.845 -2.732
H 7.566 3.416 -2.864
H 6.100 0.737 -3.088
H 5.444 2.365 -3.284
H 4.857 1.104 -2.072
C -3.020 -7.405 -4.453
O -2.810 -6.042 -4.516
C -3.975 -5.230 -4.567
C -4.920 -5.257 -3.363
O -4.396 -4.536 -2.197
C -3.379 -5.237 -1.446
H -2.048 -7.819 -4.185
H -3.547 -7.859 -5.293
H -3.659 -7.638 -3.602
H -4.553 -5.520 -5.445
H -3.775 -4.169 -4.713
H -5.205 -6.286 -3.143
H -5.886 -4.822 -3.619
H -3.801 -6.186 -1.116
H -2.907 -4.654 -0.655
H -2.614 -5.548 -2.158
C 6.881 4.916 2.199
O 5.971 4.975 3.264
C 4.719 5.528 3.057
C 3.914 5.411 4.400
O 3.900 4.125 5.055
C 3.215 3.074 4.354
H 7.781 4.418 2.559
H 7.046 5.943 1.875
H 6.404 4.401 1.364
H 4.279 4.966 2.233
H 4.819 6.547 2.683
H 2.882 5.704 4.206
H 4.352 6.137 5.086
H 2.232 3.450 4.069
H 3.085 2.291 5.100
H 3.716 2.615 3.502
C -2.751 -4.215 3.041
O -2.811 -5.010 1.873
C -2.873 -6.450 2.065
C -4.233 -6.902 2.814
O -4.595 -6.470 4.098
C -3.650 -6.960 5.041
H -1.874 -4.549 3.597
H -3.602 -4.316 3.714
H -2.609 -3.156 2.829
H -2.007 -6.780 2.638
H -2.832 -6.917 1.081
H -4.250 -7.992 2.835
H -5.011 -6.659 2.090
H -3.571 -8.046 4.981
H -4.098 -6.812 6.024
H -2.657 -6.517 4.966
C 1.895 2.293 -4.829
O 2.345 2.838 -3.646
C 1.893 4.133 -3.233
C 2.458 4.454 -1.843
O 3.725 5.123 -2.058
C 4.779 4.841 -1.120
H 2.463 1.374 -4.974
H 2.048 2.834 -5.763
H 0.860 1.953 -4.808
H 0.805 4.130 -3.162
H 2.127 4.919 -3.951
H 2.559 3.512 -1.305
H 1.806 5.155 -1.322
H 4.511 5.075 -0.090
H 5.797 5.197 -1.278
H 5.011 3.777 -1.178
C -5.194 -0.236 -1.191
O -4.756 0.874 -1.945
C -3.324 0.971 -1.987
C -2.758 2.206 -2.750
O -3.273 2.335 -4.101
C -2.855 3.575 -4.655
H -6.264 -0.181 -0.993
H -4.655 -0.369 -0.253
H -5.134 -1.113 -1.836
H -2.969 0.012 -2.365
H -2.892 0.922 -0.988
H -1.675 2.084 -2.741
H -3.005 3.122 -2.213
H -1.765 3.594 -4.669
H -3.157 4.479 -4.126
H -3.159 3.616 -5.701
C -1.320 0.796 2.784
O -1.287 1.555 4.010
C -1.622 0.770 5.180
C -2.105 1.538 6.462
O -1.223 2.452 7.082
C -0.792 3.519 6.251
H -1.575 1.503 1.994
H -2.158 0.102 2.723
H -0.426 0.199 2.604
H -0.726 0.236 5.497
H -2.361 -0.020 5.043
H -2.231 0.850 7.298
H -3.088 1.987 6.318
H -0.139 3.243 5.424
H -0.166 4.194 6.835
H -1.676 4.053 5.901
C 3.193 9.714 2.571
O 2.339 8.584 2.859
C 2.163 7.921 1.613
C 1.017 6.907 1.673
O 1.558 5.597 1.938
C 0.490 4.652 2.079
H 3.260 10.343 3.458
H 2.778 10.413 1.845
H 4.162 9.511 2.114
H 3.056 7.445 1.207
H 1.907 8.648 0.843
H 0.497 6.937 0.716
H 0.317 7.186 2.460
H -0.137 5.002 2.899
H 0.721 3.624 2.359
H -0.139 4.735 1.193
C 2.323 1.222 0.546
O 1.001 1.589 0.307
C 0.497 1.247 -0.955
C -0.034 -0.174 -0.946
O -1.032 -0.269 0.046
C -1.521 -1.617 0.319
H 2.735 1.711 1.429
H 2.933 1.446 -0.329
H 2.466 0.149 0.671
H 1.235 1.455 -1.731
H -0.393 1.864 -1.071
H 0.844 -0.809 -0.832
H -0.496 -0.428 -1.900
H -2.314 -1.488 1.055
H -0.794 -2.290 0.772
H -2.080 -2.017 -0.527
C 1.953 -3.847 1.690
O 2.389 -4.412 0.472
C 1.551 -4.123 -0.677
C 0.303 -5.035 -0.867
O 0.639 -6.441 -0.869
C -0.376 -7.419 -0.780
H 2.705 -3.963 2.471
H 1.120 -4.444 2.062
H 1.604 -2.820 1.585
H 2.106 -4.138 -1.614
H 1.165 -3.110 -0.561
H -0.144 -4.770 -1.825
H -0.404 -4.848 -0.059
H -0.196 -8.493 -0.729
H -1.075 -7.248 -1.598
H -0.963 -7.257 0.125
C 3.110 -0.784 -2.566
O 2.213 -1.874 -2.893
C 1.583 -1.748 -4.188
C 0.514 -2.692 -4.400
O -0.367 -2.547 -3.272
C -1.742 -2.779 -3.486
H 2.691 0.177 -2.863
H 4.019 -1.006 -3.125
H 3.196 -0.827 -1.480
H 2.331 -1.934 -4.959
H 1.128 -0.768 -4.328
H 0.822 -3.736 -4.351
H -0.020 -2.479 -5.327
H -1.886 -3.816 -3.789
H -2.143 -2.049 -4.189
H -2.246 -2.544 -2.548
```

- Charge: +1
- Relative energy (zero: lowest compared OMol25 entry of this formula, charge and spin): 0.0 kcal/mol
- 2S+1: 2

These are the Mulliken partial charges, in e, on atoms 1 to 4: -0.57 -0.41 0.35 -0.73

***

ORCA calculation (ωB97M-V/def2-TZVPD) on a cluster of 10 separate species, C48H122N6O16 in total.

Geometry as XYZ:
```
192
Properties=species:S:1:pos:R:3
C 1.347 -1.159 -6.070
C 0.347 -0.732 -4.942
C 0.435 0.816 -4.864
O -0.954 -1.176 -5.310
H 1.601 -2.206 -5.904
H 2.337 -0.735 -5.905
H 1.014 -0.978 -7.092
H 0.604 -1.201 -3.992
H 0.441 1.245 -5.866
H 1.219 1.134 -4.177
H -0.515 1.141 -4.442
H -1.243 -0.627 -6.042
C -2.773 5.080 2.142
C -1.643 4.553 3.050
C -1.132 5.598 4.091
O -2.186 3.461 3.753
H -2.614 6.113 1.833
H -3.794 4.978 2.511
H -2.651 4.516 1.218
H -0.779 4.257 2.454
H -0.596 6.373 3.543
H -0.433 5.202 4.828
H -1.931 6.091 4.645
H -1.444 2.998 4.150
C -7.869 6.021 -0.674
C -6.441 6.474 -0.687
C -5.519 5.273 -0.554
O -6.136 7.103 -1.960
H -8.435 6.940 -0.824
H -8.253 5.471 0.185
H -8.089 5.450 -1.576
H -6.333 7.102 0.197
H -5.608 4.688 -1.469
H -5.740 4.582 0.260
H -4.456 5.478 -0.429
H -5.235 7.405 -1.826
C -3.488 0.572 -4.221
C -3.386 2.006 -4.718
C -3.080 3.069 -3.590
O -2.379 2.053 -5.661
H -2.664 0.379 -3.534
H -3.500 -0.281 -4.899
H -4.429 0.500 -3.675
H -4.281 2.259 -5.285
H -3.785 2.906 -2.776
H -3.381 4.008 -4.055
H -2.033 3.067 -3.285
H -2.341 2.942 -6.023
C 2.994 -1.739 -3.009
O 4.293 -1.744 -2.571
C 4.555 -2.862 -1.720
C 6.076 -2.943 -1.400
N 6.837 -3.899 -2.325
C 8.239 -3.995 -1.884
C 9.181 -5.005 -2.711
O 10.447 -4.901 -2.150
C 11.395 -5.846 -2.718
H 2.918 -0.895 -3.694
H 2.328 -1.498 -2.180
H 2.609 -2.588 -3.573
H 4.271 -3.738 -2.304
H 3.950 -2.828 -0.814
H 6.199 -3.348 -0.395
H 6.523 -1.951 -1.344
H 6.785 -3.476 -3.240
H 8.187 -4.322 -0.846
H 8.670 -2.998 -1.982
H 9.234 -4.720 -3.762
H 8.787 -6.001 -2.509
H 11.543 -5.851 -3.798
H 11.049 -6.842 -2.441
H 12.382 -5.704 -2.280
C 2.925 0.697 7.471
O 2.023 1.370 6.565
C 2.384 1.408 5.161
C 1.324 1.983 4.183
N -0.014 1.631 4.663
C -0.285 0.229 4.274
C -1.740 -0.122 4.428
O -1.933 -1.381 3.740
C -3.225 -1.807 3.604
H 3.269 -0.288 7.155
H 2.497 0.596 8.468
H 3.760 1.343 7.742
H 2.636 0.381 4.895
H 3.326 1.932 5.001
H 1.498 1.675 3.152
H 1.446 3.061 4.289
H 0.139 1.654 5.661
H 0.234 -0.485 4.914
H -0.044 0.094 3.220
H -2.353 0.710 4.083
H -1.938 -0.280 5.488
H -3.835 -1.789 4.508
H -3.244 -2.803 3.162
H -3.795 -1.138 2.958
C 4.124 2.331 -4.897
O 4.542 2.538 -3.577
C 4.136 1.444 -2.745
C 4.613 1.763 -1.291
N 3.799 2.646 -0.424
C 3.660 3.898 -1.175
C 2.775 4.888 -0.348
O 1.469 4.725 -0.744
C 0.623 5.686 -0.160
H 4.490 3.065 -5.615
H 3.038 2.414 -4.936
H 4.383 1.401 -5.404
H 4.626 0.502 -2.990
H 3.068 1.233 -2.808
H 5.615 2.179 -1.401
H 4.786 0.803 -0.804
H 2.852 2.299 -0.369
H 3.149 3.770 -2.129
H 4.606 4.376 -1.429
H 3.068 5.904 -0.617
H 2.802 4.799 0.738
H 0.601 5.597 0.926
H -0.377 5.541 -0.569
H 0.837 6.687 -0.534
C -6.773 -1.512 2.164
O -5.636 -2.250 1.722
C -5.806 -2.690 0.359
C -4.680 -3.642 -0.020
N -4.901 -4.805 0.803
C -3.886 -5.865 0.390
C -3.501 -6.805 1.569
O -2.544 -6.144 2.396
C -2.018 -7.023 3.369
H -6.792 -0.614 1.547
H -6.518 -1.138 3.155
H -7.697 -2.089 2.181
H -5.744 -1.813 -0.286
H -6.791 -3.125 0.192
H -3.764 -3.079 0.160
H -4.739 -3.969 -1.057
H -4.723 -4.525 1.757
H -2.931 -5.394 0.159
H -4.243 -6.494 -0.426
H -2.928 -7.626 1.140
H -4.406 -7.230 2.004
H -2.737 -7.646 3.901
H -1.468 -6.528 4.169
H -1.243 -7.671 2.960
C -0.752 -3.517 -1.269
O 0.030 -3.391 -0.119
C -0.556 -3.960 1.068
C 0.289 -3.629 2.301
N 1.666 -3.941 2.107
C 2.512 -3.508 3.194
C 2.919 -2.070 3.110
O 3.615 -1.843 1.878
C 4.447 -0.689 1.733
H -1.680 -4.085 -1.213
H -0.078 -4.082 -1.913
H -0.883 -2.588 -1.823
H -0.643 -5.034 0.905
H -1.590 -3.626 1.164
H -0.210 -4.108 3.144
H 0.171 -2.567 2.520
H 1.881 -3.471 1.239
H 3.441 -4.075 3.145
H 2.006 -3.755 4.127
H 3.592 -1.821 3.930
H 2.105 -1.346 3.145
H 4.965 -0.885 0.794
H 5.099 -0.651 2.606
H 3.917 0.260 1.661
C -5.971 1.387 -0.851
O -4.572 1.410 -0.687
C -3.987 0.586 0.255
C -2.549 1.038 0.469
N -1.843 1.237 -0.837
C -0.775 2.261 -0.687
C 0.343 2.059 0.370
O 1.437 1.245 0.037
C 1.121 -0.112 -0.249
H -6.277 0.341 -0.849
H -6.227 1.842 -1.808
H -6.468 1.974 -0.079
H -4.022 -0.441 -0.110
H -4.464 0.693 1.229
H -2.070 0.330 1.145
H -2.655 2.018 0.935
H -2.597 1.522 -1.445
H -1.180 3.229 -0.391
H -0.326 2.420 -1.667
H -0.140 1.744 1.295
H 0.729 3.037 0.658
H 2.077 -0.631 -0.182
H 0.554 -0.243 -1.171
H 0.477 -0.558 0.509
```

- Charge: -1
- 2S+1: 2
- Calculated total energy: -93443.224 eV

These are the Mulliken partial charges, in e, on atoms 1 to 4: -1.45 1.44 0.90 -0.61

***

Q: Which strongest force on any atom values were calculated for the entries above? A: 3.2, 2.8, in eV/A.